## one
{
  "formula": "C5H10NP",
  "method": "wB97M-V/def2-TZVPD",
  "elements": ["C", "C", "C", "C", "C", "N", "P", "H", "H", "H", "H", "H", "H", "H", "H", "H", "H"],
  "xyz": [[-2.548, 1.259, 0.538], [1.078, 0.677, -0.359], [2.250, 0.343, 0.453], [-0.264, -1.922, -0.429], [-0.609, -0.539, 0.056], [0.991, 1.562, -1.207], [-1.981, 0.333, -0.730], [-3.377, 1.928, 0.390], [-2.150, 1.198, 1.538], [2.661, -0.618, 0.140], [3.012, 1.110, 0.311], [1.981, 0.279, 1.504], [0.738, -2.212, -0.110], [-0.965, -2.652, -0.013], [-0.319, -1.983, -1.515], [-0.617, -0.462, 1.144], [0.120, 1.700, -1.710]],
  "mulliken_charge": [-0.48, 0.69, -1.14, -1.27, -0.07, -0.65, -0.13, 0.28, 0.23, 0.27, 0.36, 0.29, 0.30, 0.38, 0.34, 0.34, 0.25],
  "spin_multiplicity": 1,
  "homo_lumo_gap_ev": 8.2,
  "e_lumo_ha": 0.00193
}


## two
{
  "formula": "C5H10NP",
  "method": "wB97M-V/def2-TZVPD",
  "elements": ["C", "C", "C", "C", "C", "N", "P", "H", "H", "H", "H", "H", "H", "H", "H", "H", "H"],
  "xyz": [[-0.852, 1.780, -0.318], [0.793, -1.223, 0.987], [-0.103, -0.070, -1.755], [0.928, 0.283, 0.659], [-0.081, 0.634, -0.407], [-1.388, 2.822, -0.361], [-2.974, -0.302, 0.647], [-0.056, -1.559, 1.594], [1.815, -1.350, 1.443], [0.722, -1.719, 0.040], [-1.004, -0.042, -2.338], [0.597, 0.404, -2.575], [-0.037, -1.189, -1.574], [1.987, 0.431, 0.221], [0.841, 0.932, 1.542], [-3.428, 0.904, 0.500], [-2.348, -0.177, 1.964]],
  "mulliken_charge": [0.08, -1.03, -1.11, -0.24, 0.28, -0.50, -0.01, 0.28, 0.30, 0.31, 0.37, 0.27, 0.29, 0.27, 0.36, 0.03, 0.03],
  "spin_multiplicity": 1,
  "homo_lumo_gap_ev": [7.4, 7.8],
  "e_lumo_ha": [-0.04180, -0.03411]
}


Winner for stability: one


## one
{
  "formula": "C38H37BaBrN10O2Si",
  "method": "wB97M-V/def2-TZVPD",
  "elements": ["Ba", "N", "C", "N", "C", "N", "N", "C", "C", "C", "C", "C", "C", "N", "C", "C", "C", "C", "C", "C", "H", "H", "H", "H", "H", "H", "H", "H", "H", "H", "H", "C", "C", "C", "C", "C", "C", "N", "N", "Si", "C", "C", "C", "H", "H", "H", "H", "H", "H", "H", "H", "H", "H", "H", "H", "H", "H", "H", "C", "O", "C", "C", "C", "Br", "C", "C", "C", "O", "C", "N", "C", "C", "C", "C", "C", "C", "N", "H", "H", "H", "H", "H", "H", "H", "H", "H", "H", "H", "N", "C"],
  "xyz": [[0.044, 0.938, 0.048], [2.724, 2.764, 3.431], [1.816, 2.245, 2.590], [1.752, 1.012, 2.199], [2.695, 0.110, 2.732], [2.645, -1.152, 2.570], [1.732, -1.697, 1.685], [0.719, -2.265, 2.195], [-0.156, -3.116, 1.350], [0.347, -3.759, 0.223], [-0.503, -4.591, -0.486], [-1.817, -4.724, -0.063], [-2.219, -4.041, 1.074], [-1.407, -3.263, 1.790], [3.807, 0.652, 3.548], [4.872, -0.140, 3.974], [5.881, 0.403, 4.744], [5.843, 1.752, 5.096], [4.803, 2.554, 4.674], [3.793, 1.993, 3.899], [2.677, 3.746, 3.644], [1.069, 2.952, 2.232], [0.486, -2.214, 3.260], [1.379, -3.607, -0.066], [-0.149, -5.131, -1.356], [-2.515, -5.351, -0.600], [-3.236, -4.132, 1.437], [4.881, -1.183, 3.689], [6.703, -0.218, 5.071], [6.635, 2.179, 5.698], [4.770, 3.605, 4.937], [-2.440, -0.143, 3.179], [-2.230, 1.324, 2.946], [-2.723, 2.263, 3.830], [-2.447, 3.605, 3.579], [-1.721, 3.975, 2.473], [-1.268, 2.985, 1.564], [-1.526, 1.664, 1.852], [-0.568, 3.242, 0.430], [-0.264, 4.773, -0.302], [0.457, 4.398, -1.980], [-1.811, 5.803, -0.524], [0.995, 5.769, 0.671], [-3.452, -0.343, 3.532], [-1.752, -0.513, 3.943], [-2.268, -0.731, 2.280], [-3.300, 1.956, 4.691], [-2.810, 4.367, 4.259], [-1.515, 5.018, 2.275], [-0.260, 3.862, -2.609], [1.358, 3.781, -1.908], [0.733, 5.315, -2.506], [-2.619, 5.198, -0.944], [-1.616, 6.625, -1.218], [-2.177, 6.237, 0.408], [1.939, 5.221, 0.743], [0.652, 5.990, 1.686], [1.210, 6.724, 0.184], [-3.281, 1.855, -1.210], [-2.369, 0.773, -1.390], [-2.516, 0.026, -2.535], [-3.379, 0.347, -3.563], [-3.443, -0.500, -4.666], [-4.637, -0.075, -6.072], [-2.653, -1.620, -4.754], [-1.765, -1.928, -3.720], [-1.719, -1.122, -2.594], [-0.981, -1.377, -1.482], [-0.918, -3.130, -3.859], [-1.363, -4.295, -4.253], [-0.232, -5.103, -4.273], [-0.105, -6.457, -4.594], [1.150, -7.023, -4.514], [2.272, -6.267, -4.123], [2.166, -4.930, -3.800], [0.892, -4.371, -3.883], [0.426, -3.101, -3.611], [-4.313, 1.500, -1.247], [-3.120, 2.631, -1.960], [-3.075, 2.258, -0.223], [-3.997, 1.230, -3.522], [-2.696, -2.275, -5.612], [-0.363, -2.107, -1.632], [-0.970, -7.033, -4.894], [1.282, -8.069, -4.758], [3.241, -6.748, -4.076], [3.023, -4.343, -3.498], [1.010, -2.279, -3.406], [1.985, -0.987, -2.421], [1.801, -0.166, -1.617]],
  "mulliken_charge": [1.65, 0.11, -0.70, 0.31, -0.04, -0.71, 0.02, -0.31, 0.64, -0.72, 0.01, -0.45, -0.44, -0.53, 0.60, -0.30, -0.78, -0.38, -0.81, 0.07, 0.27, 0.62, 0.41, 0.36, 0.49, 0.43, 0.40, 0.47, 0.41, 0.40, 0.39, -1.23, -0.01, -0.80, -0.79, -0.45, -0.07, 0.55, 0.16, -0.47, -1.03, -0.98, -1.08, 0.46, 0.25, 0.05, 0.48, 0.42, 0.36, 0.24, 0.31, 0.35, 0.27, 0.39, 0.33, 0.28, 0.31, 0.40, -0.90, -0.04, 0.14, -0.49, -0.60, -0.22, -0.83, 0.76, 0.17, 0.72, 0.12, -0.78, 0.70, -0.81, -0.48, -0.51, -0.86, 0.32, 0.35, 0.52, 0.35, -0.02, 0.54, 0.60, -0.39, 0.45, 0.40, 0.39, 0.50, 0.20, -0.77, -0.10],
  "spin_multiplicity": 1,
  "homo_lumo_gap_ev": 7.9,
  "e_lumo_ha": -0.00018
}


## two
{
  "formula": "C38H37BaBrN10O2Si",
  "method": "wB97M-V/def2-TZVPD",
  "elements": ["Ba", "N", "C", "N", "C", "N", "N", "C", "C", "C", "C", "C", "C", "N", "C", "C", "C", "C", "C", "C", "H", "H", "H", "H", "H", "H", "H", "H", "H", "H", "H", "C", "C", "C", "C", "C", "C", "N", "N", "Si", "C", "C", "C", "H", "H", "H", "H", "H", "H", "H", "H", "H", "H", "H", "H", "H", "H", "H", "C", "O", "C", "C", "C", "Br", "C", "C", "C", "O", "C", "N", "C", "C", "C", "C", "C", "C", "N", "H", "H", "H", "H", "H", "H", "H", "H", "H", "H", "H", "N", "C"],
  "xyz": [[1.695, 1.333, -0.426], [-2.981, -1.353, 0.645], [-2.039, -0.523, 0.171], [-1.187, 0.147, 0.874], [-1.261, 0.028, 2.258], [-0.531, 0.731, 3.052], [0.457, 1.438, 2.376], [0.533, 2.678, 2.635], [1.716, 3.465, 2.223], [1.816, 4.789, 2.634], [2.974, 5.498, 2.362], [4.001, 4.861, 1.691], [3.815, 3.545, 1.293], [2.712, 2.857, 1.564], [-2.179, -0.955, 2.848], [-2.192, -1.252, 4.214], [-3.043, -2.219, 4.706], [-3.898, -2.907, 3.844], [-3.904, -2.630, 2.494], [-3.039, -1.654, 2.005], [-3.537, -1.878, -0.011], [-2.007, -0.433, -0.910], [-0.192, 3.216, 3.245], [0.994, 5.247, 3.168], [3.071, 6.528, 2.678], [4.930, 5.365, 1.465], [4.595, 3.024, 0.747], [-1.518, -0.713, 4.864], [-3.044, -2.453, 5.762], [-4.557, -3.671, 4.235], [-4.551, -3.171, 1.815], [-2.236, 3.278, -0.319], [-1.035, 4.087, -0.733], [-1.137, 5.463, -0.844], [-0.016, 6.171, -1.270], [1.134, 5.496, -1.588], [1.191, 4.079, -1.492], [0.086, 3.418, -1.009], [2.258, 3.343, -1.822], [3.552, 3.831, -2.842], [4.738, 2.376, -2.907], [4.519, 5.340, -2.229], [2.905, 4.204, -4.569], [-3.077, 3.482, -0.983], [-2.552, 3.531, 0.696], [-2.004, 2.216, -0.342], [-2.073, 5.959, -0.623], [-0.053, 7.250, -1.366], [2.005, 6.035, -1.935], [5.241, 2.216, -1.948], [5.522, 2.535, -3.651], [4.227, 1.447, -3.174], [4.399, 5.503, -1.155], [4.204, 6.256, -2.734], [5.585, 5.212, -2.430], [2.532, 3.297, -5.050], [3.683, 4.627, -5.208], [2.084, 4.924, -4.528], [1.546, -2.286, 3.281], [0.654, -2.398, 2.181], [0.039, -3.598, 2.013], [-0.004, -4.606, 2.956], [-0.690, -5.780, 2.648], [-0.756, -7.150, 3.958], [-1.293, -5.970, 1.432], [-1.226, -4.957, 0.468], [-0.581, -3.769, 0.765], [-0.604, -2.762, -0.142], [-1.837, -5.176, -0.847], [-2.875, -5.940, -1.066], [-3.072, -5.888, -2.433], [-4.041, -6.508, -3.222], [-4.011, -6.278, -4.582], [-3.037, -5.450, -5.162], [-2.069, -4.827, -4.401], [-2.106, -5.059, -3.029], [-1.330, -4.613, -1.987], [1.005, -2.361, 4.228], [1.995, -1.302, 3.206], [2.315, -3.059, 3.225], [0.478, -4.501, 3.916], [-1.812, -6.887, 1.193], [-0.086, -2.000, 0.163], [-4.785, -7.149, -2.767], [-4.747, -6.748, -5.221], [-3.045, -5.301, -6.234], [-1.317, -4.194, -4.853], [-0.526, -4.003, -2.013], [2.392, -2.552, -1.136], [2.090, -1.438, -1.002]],
  "mulliken_charge": [1.93, 0.15, -0.66, -0.27, 0.03, -1.10, 0.61, -0.79, 1.05, -0.76, -0.43, -0.60, -0.28, -0.41, 1.08, -0.51, -0.86, -0.49, -0.87, 0.27, 0.34, 0.51, 0.35, 0.37, 0.44, 0.47, 0.40, 0.52, 0.42, 0.44, 0.43, -1.21, 0.46, -0.64, -0.80, -0.09, 0.83, -0.38, -0.43, 0.01, -1.15, -1.12, -1.11, 0.46, 0.33, -0.07, 0.43, 0.43, 0.26, 0.29, 0.33, 0.32, 0.24, 0.39, 0.38, 0.30, 0.35, 0.34, -1.11, 0.10, 0.70, -0.38, -0.46, -0.22, -0.80, 0.67, 0.50, -0.59, 0.07, -0.79, 0.62, -0.80, -0.47, -0.43, -0.97, 0.62, 0.19, 0.34, 0.12, 0.49, 0.52, 0.60, -0.14, 0.44, 0.38, 0.38, 0.42, 0.01, -0.46, -0.47],
  "spin_multiplicity": 1,
  "homo_lumo_gap_ev": 6.8,
  "e_lumo_ha": -0.02801
}


Winner for stability: two


## one
{
  "formula": "C2H5BO2",
  "method": "wB97M-V/def2-TZVPD",
  "elements": ["C", "C", "O", "B", "O", "H", "H", "H", "H", "H"],
  "xyz": [[1.606, 0.354, -0.439], [0.543, 0.302, 0.393], [-0.636, 1.229, -0.493], [-0.642, -0.475, 1.041], [-1.404, -1.260, 0.169], [1.680, 0.879, -1.352], [2.533, -0.133, -0.190], [-0.185, 0.841, -1.291], [-1.244, -0.107, 1.821], [-2.251, -1.630, 0.342]],
  "mulliken_charge": [-0.77, 0.42, -0.55, 0.47, -0.55, 0.23, 0.23, 0.29, -0.09, 0.32],
  "spin_multiplicity": 1,
  "homo_lumo_gap_ev": 10.3,
  "smiles": "C=C(O)BO",
  "e_lumo_ha": 0.01582
}


## two
{
  "formula": "C2H5BO2",
  "method": "wB97M-V/def2-TZVPD",
  "elements": ["B", "C", "C", "O", "O", "H", "H", "H", "H", "H"],
  "xyz": [[1.609, 0.171, 0.031], [-1.996, -0.761, 0.095], [-1.229, 0.130, -0.384], [2.366, 1.057, -0.715], [1.880, -0.911, 0.810], [-3.163, -0.612, 0.114], [-1.792, -1.678, 0.602], [-1.482, 1.180, -0.664], [3.289, 1.039, -0.612], [2.790, -1.353, 1.003]],
  "mulliken_charge": [0.39, -0.44, -0.34, -0.41, -0.44, 0.17, 0.24, 0.22, 0.29, 0.31],
  "spin_multiplicity": 1,
  "homo_lumo_gap_ev": [7.8, 7.6],
  "e_lumo_ha": [-0.01089, -0.00238]
}


Winner for stability: one